A molecular structure, C36H28ClOPRuS3 at a distorted geometry. Source: OMol25; level of theory: ωB97M-V/def2-TZVPD.

Positions of all 71 atoms, in Å:
P 0.489 -0.089 1.822
H 3.175 -2.547 5.223
H -2.560 2.572 -2.908
H 5.050 -3.083 3.616
C -1.547 2.965 -2.788
H 1.273 -1.198 4.573
C 3.068 -2.270 4.189
C 0.335 2.480 0.831
H -0.571 -2.268 3.149
H 1.192 -1.932 -6.945
C 2.134 3.527 2.748
S 0.991 3.033 -2.679
H 2.836 4.046 3.473
H -3.406 -0.738 5.930
C -1.250 -3.431 -0.950
C 2.016 -1.492 3.850
Cl 2.904 -0.551 0.110
H -0.234 -2.963 -2.885
C -0.179 -3.209 -1.847
C 1.040 1.630 1.715
C 0.991 -1.088 -6.321
H -1.337 -3.793 1.189
C 0.570 3.869 0.913
C -2.654 -0.696 -3.491
H -2.919 1.518 5.079
H 1.962 -3.008 -1.577
S 1.047 -1.299 -4.657
C 1.382 4.431 1.917
C 4.080 -2.609 3.265
H -2.520 -0.952 -4.522
C -0.352 0.587 -3.050
H 4.817 -2.133 1.341
C -1.542 0.900 3.592
H -0.060 4.482 0.270
C -3.808 -1.114 -2.758
C 1.923 -0.922 2.571
C -0.697 -3.700 0.328
C 2.936 -1.203 1.667
H -4.439 -0.908 -0.656
H -1.354 1.904 3.214
H -0.320 1.994 0.104
C -2.104 -1.719 4.515
O 0.446 0.097 -1.976
C -0.425 2.136 -2.868
Ru -0.046 -1.177 -0.509
C -1.112 -1.443 3.566
H 1.320 -3.370 1.177
C -0.785 -0.168 3.150
C -3.740 -0.742 -1.506
H 0.762 5.396 -2.237
H 0.405 0.504 -7.693
C 0.169 4.516 -2.510
H -1.877 5.162 -2.565
C -1.737 -0.015 -2.771
H -4.585 -1.730 -3.198
C 0.080 0.852 -5.550
C 1.959 2.150 2.661
S -2.352 0.156 -1.147
C -2.424 0.685 4.652
C -2.699 -0.601 5.156
C 0.694 -3.501 0.280
H -2.396 -2.702 4.817
C -1.177 4.365 -2.638
H 2.578 1.566 3.316
C 0.498 0.126 -6.698
C 1.043 -3.204 -1.083
H -2.297 -3.485 -1.100
C 3.981 -2.064 2.035
H 1.525 5.479 2.077
H -0.380 1.814 -5.588
C 0.214 0.180 -4.408

Values from the calculation:
HOMO level (alpha / beta)	-10.3 / -11.1	eV
net charge	+1
energy	-3554.50146	hartree
Kohn-Sham gap (alpha / beta)	8.204 / 6.495	eV
spin multiplicity	6